No. 1
{"formula": "C5H9N3O", "method": "ωB97M-V/def2-TZVPD", "homo_ev": [-8.51, -8.51], "multiplicity": 1, "e_above_lowest_kcal_mol": 98.8, "lumo_ev": [0.01, 0.01], "fmax_ev_per_a": 4.86, "symbols": ["C", "N", "C", "C", "N", "C", "C", "N", "O", "H", "H", "H", "H", "H", "H", "H", "H", "H"], "coordinates": [[-0.1985, -2.3403, -0.5551], [-0.2575, 1.3703, -1.3734], [1.0925, 0.9430, 0.7642], [-0.5278, 1.2794, -0.0084], [0.9624, 0.8925, 2.1141], [-0.6908, 0.0184, -1.2442], [0.2512, -0.9577, -0.8935], [-1.4277, 1.6479, 0.8417], [2.0948, 1.3183, 0.1880], [0.7417, 1.4729, -1.5736], [0.0186, 0.9675, 2.4738], [1.6771, 1.3292, 2.6786], [-2.3208, 1.2110, 0.6103], [-1.7445, -0.1870, -1.3976], [1.2851, -0.8423, -1.2014], [0.5428, -2.8511, 0.0618], [-0.3432, -2.9411, -1.4599], [-1.1554, -2.3310, -0.0255]]}

---

No. 2
{"formula": "C5H9N3O", "method": "ωB97M-V/def2-TZVPD", "homo_ev": -8.54, "multiplicity": 1, "e_above_lowest_kcal_mol": 138.4, "lumo_ev": 0.73, "smiles": "C[C@]12CC(NO)=NN1C2", "fmax_ev_per_a": 3.88, "symbols": ["C", "C", "C", "C", "N", "O", "N", "N", "C", "H", "H", "H", "H", "H", "H", "H", "H", "H"], "coordinates": [[-2.6702, 1.0641, -0.3842], [-1.4231, 0.3544, 0.1333], [-0.0365, 0.9778, 0.2701], [0.7866, -0.0862, -0.3597], [2.1995, -0.0248, -0.5465], [3.1248, 0.4402, 0.5325], [0.2497, -1.2448, -0.5413], [-1.1149, -1.0911, -0.3574], [-1.4685, -0.9141, 1.0119], [-3.0436, 1.8829, 0.3704], [-3.6840, 0.4745, -0.5953], [-2.2398, 1.4386, -1.2726], [0.1020, 1.8517, -0.4510], [0.3445, 1.4547, 1.2083], [2.3175, -1.1362, -0.5929], [3.7194, 1.1567, 0.1110], [-0.6405, -1.0728, 1.6078], [-2.3440, -1.4226, 1.4416]]}

---

No. 3
{"formula": "C5H9N3O", "method": "ωB97M-V/def2-TZVPD", "homo_ev": [-7.58, -7.86], "multiplicity": 1, "e_above_lowest_kcal_mol": 112.7, "lumo_ev": [-0.84, -0.67], "fmax_ev_per_a": 0.66, "symbols": ["C", "C", "C", "C", "C", "N", "N", "N", "O", "H", "H", "H", "H", "H", "H", "H", "H", "H"], "coordinates": [[-2.0073, 0.3142, -1.4326], [2.3078, 0.1581, -0.0020], [-0.1211, 1.4696, 0.0520], [-0.9041, 0.4018, -0.4394], [0.9997, 0.1828, 0.7531], [-0.7115, -1.8364, 0.3025], [-0.1243, -0.6325, -0.0212], [1.0247, 0.1307, 2.0567], [-0.1393, 2.6418, 0.2738], [-1.4215, -1.7613, 1.0279], [0.0010, -2.5048, 0.5643], [0.0817, 0.0478, 2.4442], [-1.8317, -0.4754, -2.1668], [-2.9630, 0.1140, -0.9390], [-2.1061, 1.2711, -1.9459], [2.8904, 1.0290, 0.2974], [2.1466, 0.1870, -1.0793], [2.8782, -0.7374, 0.2542]]}

---

No. 4
{"formula": "C5H9N3O2", "method": "ωB97M-V/def2-TZVPD", "homo_ev": -9.02, "multiplicity": 1, "e_above_lowest_kcal_mol": 115.6, "lumo_ev": 0.11, "smiles": "CN1CN=C[C@@]1(C)[N+](=O)[O-]", "fmax_ev_per_a": 5.00, "symbols": ["C", "N", "C", "N", "C", "C", "C", "N", "O", "O", "H", "H", "H", "H", "H", "H", "H", "H", "H"], "coordinates": [[-0.5493, -0.3974, 1.7992], [-0.0306, 0.4204, 0.7001], [-0.0401, 1.9125, 0.7514], [0.6062, 2.3820, -0.4112], [1.0665, 1.3835, -0.9691], [0.9657, 0.0013, -0.3312], [0.5704, -1.0762, -1.3785], [2.3089, -0.2605, 0.1988], [2.3709, -0.2441, 1.4176], [3.2420, -0.4422, -0.5495], [-0.5252, -1.3795, 1.2707], [0.1241, -0.4001, 2.7111], [-1.5704, 0.0171, 2.0936], [0.5970, 2.3437, 1.6858], [-1.1768, 2.2948, 0.7643], [1.7385, 1.3387, -1.8886], [0.3209, -2.0644, -1.0450], [1.4973, -1.1038, -1.8898], [-0.2943, -0.7884, -1.9618]]}

---

What is the multiplicity in the second record?
1